173
Properties=species:S:1:pos:R:3:forces:R:3:mulliken_charge:R:1 method="wB97M-V/def2-TZVPD" homo_energy_ev=-6.9 gap_ev=5.56
Pd 0.00488 -0.12260 -0.38331 0.0 0.0 -1.2 0.8251
C -7.29620 -2.67158 0.48595 0.1 0.0 0.1 -1.8123
C -6.87009 -3.37547 1.78188 -0.1 0.1 0.0 2.9335
C -7.48601 -2.59515 2.95159 0.1 0.0 0.0 -2.0064
C -7.38973 -4.83646 1.84096 0.1 0.1 0.0 -1.8887
C -5.34564 -3.33784 1.99542 0.0 0.0 0.1 -0.2077
O -4.89330 -3.04390 3.08941 -0.1 -0.3 -0.2 -0.7176
N -4.42280 -3.56810 0.99572 0.2 -0.1 0.0 -0.1055
C -4.42341 -4.01528 -0.33932 -0.2 -0.1 0.0 0.6543
C -5.26780 -5.02336 -0.80082 0.0 0.0 0.1 -0.2664
C -5.22752 -5.43469 -2.12114 0.0 0.0 0.0 -0.6315
C -4.32157 -4.86702 -3.00498 0.0 0.0 0.0 -1.2108
C -3.43961 -3.90926 -2.53648 -0.1 0.0 0.1 -0.2636
C -3.46432 -3.48549 -1.20673 0.1 0.0 -0.2 -0.0972
C -2.43134 -2.49213 -0.78355 -0.1 0.3 -0.1 -0.1558
C -1.10173 -2.91644 -0.79277 0.1 0.1 0.2 0.8725
C -0.67882 -4.27467 -1.05018 0.0 0.0 0.0 -2.1034
C 0.66646 -4.28726 -0.97876 0.0 0.0 0.0 -1.7642
C 1.09247 -2.95200 -0.65612 0.0 0.0 -0.1 0.6227
N -0.00194 -2.14419 -0.55651 -0.1 0.1 0.0 0.5647
C 2.42645 -2.57917 -0.52525 0.0 0.5 0.0 0.4136
C 2.85065 -1.24404 -0.37356 -0.5 -0.4 -0.2 0.0315
C 4.21388 -0.82118 -0.25105 0.3 0.4 0.0 -1.4636
C 4.21998 0.53626 -0.34011 0.3 -0.4 0.0 -1.9273
C 2.85698 0.94363 -0.46700 -0.5 0.4 -0.2 0.4523
C 2.43269 2.27519 -0.59908 0.2 -0.4 0.2 -0.6683
C 1.11962 2.70321 -0.45468 -0.1 0.0 -0.2 1.0423
N 0.01877 1.90738 -0.37279 0.0 -0.1 0.1 0.2987
C -1.06489 2.72956 -0.30803 0.2 -0.1 0.0 0.2156
C -2.39682 2.33686 -0.37991 -0.1 -0.3 0.1 -0.3631
C -2.83616 1.01063 -0.43981 0.5 0.4 0.0 0.8916
C -4.20803 0.61236 -0.53611 -0.3 -0.4 0.0 -2.0193
C -4.21684 -0.74185 -0.62532 -0.3 0.4 0.0 -1.6675
C -2.85152 -1.17013 -0.58788 0.5 -0.3 -0.2 0.6517
N -2.03384 -0.08942 -0.47101 0.1 -0.1 0.2 0.4650
C -3.43146 3.40690 -0.47765 0.0 0.0 0.0 0.3782
C -4.16895 3.73564 0.65037 0.0 0.1 0.0 -0.1954
C -5.14392 4.72046 0.60877 -0.1 0.0 0.0 -0.9964
C -5.38648 5.36439 -0.59051 0.0 0.0 0.0 -1.0643
C -4.66018 5.05084 -1.73011 0.0 0.0 0.0 -0.4022
C -3.66618 4.07321 -1.70050 -0.1 0.1 0.1 0.7751
N -2.83958 3.71624 -2.77830 0.0 -0.2 0.2 0.3647
C -2.62541 4.03751 -4.10872 0.1 0.1 -0.2 -0.0957
O -1.56756 3.67274 -4.59049 -0.1 0.0 0.1 -0.7709
C -3.67183 4.75234 -4.96668 0.0 0.0 -0.1 2.4651
C -3.22176 4.63690 -6.42872 0.0 0.0 0.1 -1.8736
C -5.03279 4.04984 -4.85049 0.1 0.0 0.1 -1.7786
C -3.72719 6.25480 -4.59730 0.1 -0.1 0.0 -1.8095
C -0.62358 4.10369 -0.27716 0.0 0.0 0.0 -1.5668
C 0.72079 4.08779 -0.39539 0.0 0.0 0.0 -1.5662
C 3.42961 3.27045 -1.08907 0.0 0.1 0.0 -0.2715
C 4.13585 4.07947 -0.21427 0.1 0.0 0.0 0.1713
C 5.02994 5.03116 -0.68242 0.0 0.1 0.1 -1.0060
C 5.19486 5.17517 -2.04684 0.0 0.0 0.0 -1.1578
C 4.49552 4.37661 -2.94098 0.0 0.0 0.0 -0.2829
C 3.60494 3.40315 -2.48947 0.1 0.2 0.0 1.1178
N 2.87213 2.51889 -3.29468 -0.1 -0.1 0.3 0.2362
C 2.62530 2.20343 -4.62490 0.0 -0.1 -0.2 -0.0110
O 2.04934 1.15116 -4.82735 0.1 0.2 0.0 -0.6980
C 3.01519 3.12707 -5.77431 0.0 0.0 -0.1 2.4492
C 2.35771 2.59346 -7.05182 0.0 0.0 0.1 -1.8622
C 4.54390 3.07378 -5.97002 0.0 -0.1 0.1 -1.8072
C 2.46263 4.54087 -5.52985 0.0 -0.1 0.1 -1.4207
N 2.04485 -0.14979 -0.46167 -0.1 0.0 0.3 0.5807
C 3.50189 -3.58840 -0.74590 0.0 -0.2 -0.1 0.4216
C 4.33614 -3.41555 -1.85401 -0.1 -0.1 0.1 -0.3763
C 5.39291 -4.26977 -2.11193 0.1 0.0 0.0 -1.0900
C 5.67340 -5.28977 -1.21507 0.0 0.0 0.0 -0.6979
C 4.86607 -5.47150 -0.10692 0.0 -0.1 0.0 -0.4765
C 3.73833 -4.68140 0.10441 0.1 0.0 0.1 0.0533
N 2.91224 -4.88606 1.22722 0.0 0.2 -0.2 0.7579
C 2.41037 -5.98088 1.90822 0.0 -0.1 0.0 -0.4049
O 1.86331 -5.75091 2.97139 0.0 -0.3 -0.3 -0.5702
C 2.45224 -7.43456 1.38058 0.0 -0.1 -0.1 2.6795
C 3.79583 -8.11448 1.73104 0.0 0.1 0.0 -1.8382
C 1.33824 -8.18106 2.12873 0.0 0.1 0.1 -1.9117
C 2.16956 -7.56208 -0.12037 0.0 0.1 0.1 -1.6361
H -8.38451 -2.59790 0.46477 0.0 0.0 0.0 0.5755
H -6.97960 -3.19934 -0.40822 0.0 0.0 -0.1 0.3391
H -6.89157 -1.65801 0.45166 -0.1 0.0 0.0 0.2952
H -8.57300 -2.60258 2.85922 0.0 0.0 0.0 0.5402
H -7.14084 -1.56069 2.95545 0.0 0.0 0.0 0.3614
H -7.20415 -3.04544 3.90081 0.0 0.0 0.0 0.4333
H -7.87445 -5.12132 0.90697 0.0 0.0 0.0 0.4355
H -8.12926 -4.93850 2.63431 0.0 0.0 0.0 0.4026
H -6.59150 -5.54889 2.05320 0.0 0.0 0.0 0.3791
H -3.50324 -3.29938 1.32360 0.0 -0.1 0.1 0.0904
H -5.94854 -5.50102 -0.11563 0.0 0.0 0.1 0.4730
H -5.90078 -6.21443 -2.45370 0.0 0.0 0.0 0.4350
H -4.29099 -5.17206 -4.04232 0.0 0.0 0.0 0.4104
H -2.71253 -3.46151 -3.20182 0.0 0.0 0.0 0.5818
H -1.33825 -5.09753 -1.26688 0.0 0.0 0.0 0.5876
H 1.33707 -5.10544 -1.15941 0.0 -0.1 0.0 0.9055
H 5.05771 -1.47567 -0.11191 0.0 0.0 0.0 0.7608
H 5.06724 1.20169 -0.30130 0.0 0.0 0.0 0.7128
H -5.04968 1.28529 -0.53855 0.0 0.0 0.0 0.6561
H -5.06686 -1.39619 -0.72220 0.0 0.0 0.0 0.8534
H -3.96254 3.20677 1.57344 0.0 0.0 0.0 0.6842
H -5.70636 4.97476 1.49690 0.0 0.0 0.0 0.4229
H -6.14402 6.13522 -0.65354 0.0 0.0 0.0 0.4134
H -4.88125 5.58486 -2.63664 0.0 0.0 0.1 0.3824
H -2.07843 3.11867 -2.48260 0.1 0.0 -0.1 -0.0570
H -3.17244 3.59349 -6.73853 0.0 0.0 0.0 0.3975
H -2.23140 5.06848 -6.55817 0.0 0.0 0.0 0.3512
H -3.92957 5.16503 -7.07026 0.0 0.0 0.0 0.4432
H -4.94525 3.01630 -5.18972 0.0 0.0 0.0 0.3945
H -5.75225 4.55818 -5.49423 0.0 0.0 0.0 0.3993
H -5.42998 4.03261 -3.83879 0.0 0.0 0.0 0.4555
H -3.12425 6.82872 -5.30039 0.0 0.0 0.0 0.4257
H -3.33411 6.45957 -3.60207 -0.1 0.1 0.0 0.3996
H -4.75063 6.62923 -4.65319 0.0 0.0 0.0 0.3658
H -1.28100 4.95136 -0.16883 0.0 0.0 0.0 0.7126
H 1.40736 4.91829 -0.39992 0.0 0.0 -0.1 0.6477
H 3.97707 3.95542 0.85038 0.0 0.0 0.0 0.5686
H 5.58138 5.65538 0.00781 0.0 0.0 0.0 0.4389
H 5.87878 5.91674 -2.43934 0.0 0.0 0.0 0.4285
H 4.65921 4.53440 -3.99236 0.0 0.0 0.1 0.4234
H 2.40090 1.81557 -2.74202 0.0 -0.1 0.0 -0.3935
H 2.67420 1.57171 -7.25263 0.0 0.0 0.0 0.3755
H 2.63880 3.22670 -7.89586 0.0 0.0 0.0 0.4365
H 1.27291 2.59429 -6.95242 0.0 0.0 0.0 0.3433
H 4.80508 2.17884 -6.53558 0.0 0.0 0.0 0.4061
H 5.09514 3.02901 -5.03246 0.0 0.0 -0.1 0.4357
H 4.88305 3.94376 -6.53480 0.0 0.0 0.0 0.3617
H 1.37580 4.52231 -5.62584 0.0 0.0 0.0 0.2518
H 2.86453 5.22614 -6.27837 0.0 0.0 0.0 0.3443
H 2.69143 4.93415 -4.54296 0.0 0.1 0.0 0.4147
H 4.12616 -2.59738 -2.53070 0.0 0.0 0.0 0.6102
H 6.00408 -4.12462 -2.99273 0.0 0.0 0.0 0.4087
H 6.53064 -5.93353 -1.36402 0.0 0.0 0.0 0.4231
H 5.11860 -6.22186 0.62435 0.0 0.0 0.0 0.7165
H 2.56844 -4.03069 1.65137 0.0 -0.1 0.1 -0.6473
H 4.28371 -7.63018 2.57848 0.0 0.0 0.0 0.2968
H 4.47599 -8.11881 0.88154 0.1 0.0 0.0 0.4892
H 3.61560 -9.15513 2.00209 0.0 0.0 0.0 0.4245
H 1.53279 -8.18484 3.19919 0.0 0.0 0.0 0.3644
H 1.28835 -9.21002 1.76895 0.0 0.0 0.0 0.5053
H 0.37207 -7.70310 1.96724 0.0 0.0 0.0 0.3922
H 2.88719 -7.01942 -0.73226 0.0 0.0 -0.1 0.2126
H 1.16315 -7.21265 -0.35215 0.0 0.0 0.0 0.2783
H 2.22347 -8.61585 -0.39963 0.0 0.0 0.0 0.5888
C 2.07310 -3.77246 4.77815 0.0 0.2 0.2 -0.4784
C 0.71043 -3.56539 4.92315 0.1 0.0 0.1 -0.9020
C 0.07634 -2.54718 4.22360 0.0 0.0 -0.1 -0.4692
C 0.80826 -1.72506 3.37539 -0.1 0.1 0.0 0.6614
C 2.17427 -1.94898 3.21609 -0.1 0.0 -0.1 0.0045
C 2.80489 -2.96314 3.92056 0.1 0.1 0.2 -0.6089
As 0.02078 -0.23329 2.36888 0.0 0.1 1.0 2.6042
C 0.71398 1.18723 3.50924 -0.1 0.0 0.1 -0.5768
C 1.98447 1.73652 3.46751 -0.1 0.0 -0.1 -0.4397
C 2.34175 2.70852 4.39269 0.1 0.0 -0.1 -0.7393
C 1.42215 3.13479 5.34133 0.0 0.0 0.0 -0.9170
C 0.14048 2.60476 5.36992 -0.1 0.0 0.0 -0.4883
C -0.22582 1.62601 4.45236 0.2 0.1 -0.1 0.4958
C -1.53969 0.96545 4.36102 -0.1 -0.1 -0.1 0.3042
C -2.64587 1.21183 5.16710 0.1 0.0 0.0 -0.6311
C -3.82027 0.49842 4.96855 0.0 0.0 0.0 -1.0515
C -3.91454 -0.44958 3.95817 -0.1 0.1 0.0 -0.6006
C -2.81943 -0.68963 3.13909 0.1 0.1 -0.1 -0.1138
C -1.63517 -0.00249 3.35106 0.0 -0.1 0.1 0.0646
H 2.56216 -4.56695 5.32570 0.0 0.0 -0.1 0.3339
H 0.13244 -4.20142 5.58158 0.0 0.0 0.0 0.4397
H -0.98910 -2.39258 4.34293 0.0 0.0 0.0 0.4667
H 2.74434 -1.32179 2.53602 0.1 0.0 0.0 0.1802
H 3.86949 -3.12445 3.79866 0.0 0.0 0.0 0.3421
H 2.68560 1.40504 2.70821 0.1 0.0 0.1 0.3299
H 3.33678 3.13528 4.37234 0.0 0.0 0.0 0.4558
H 1.70678 3.88590 6.06716 0.0 0.0 0.0 0.3781
H -0.57145 2.95056 6.10939 0.0 0.0 0.0 0.4201
H -2.58880 1.95339 5.95466 0.0 0.0 0.0 0.4030
H -4.67037 0.68204 5.61357 0.0 0.0 0.0 0.4047
H -4.82481 -1.01607 3.81100 0.1 0.1 0.1 0.4066
H -2.87983 -1.41115 2.33123 -0.1 0.0 0.1 -0.0526